# 1
{"formula": "C4H3Cl2O2S2", "method": "ωB97M-V with the def2-TZVPD basis set", "e_lumo_ev": 3.167, "e_above_lowest_kcal_mol": 0.0, "homo_energy_ha": -0.142, "homo_lumo_gap_ev": 7.0, "total_charge": -1, "elements": ["C", "C", "C", "C", "O", "O", "S", "S", "Cl", "Cl", "H", "H", "H"], "xyz": [[3.376, -0.182, -0.336], [-1.404, -0.126, 0.224], [-0.021, -0.405, 0.117], [-2.422, 1.068, 0.227], [3.610, 0.341, -1.342], [3.692, -0.795, 0.624], [1.181, 0.782, 0.176], [0.367, -2.170, -0.012], [-2.201, 2.432, 1.324], [-2.504, 1.778, -1.478], [-2.012, -1.134, 0.338], [-3.412, 0.624, 0.062], [1.751, -2.213, 0.077]]}


# 2
{"formula": "C2H7Cl2NSi", "method": "ωB97M-V with the def2-TZVPD basis set", "e_lumo_ev": 0.678, "e_above_lowest_kcal_mol": 14.5, "smiles": "CN[Si](C)(Cl)Cl", "homo_energy_ha": -0.346, "homo_lumo_gap_ev": 10.1, "elements": ["C", "C", "N", "Si", "Cl", "Cl", "H", "H", "H", "H", "H", "H", "H"], "xyz": [[0.074, 0.680, -1.630], [0.304, -0.999, 1.755], [0.111, 1.220, -0.352], [0.956, 0.636, 1.066], [2.850, 0.181, 0.634], [0.949, 2.381, 2.358], [-0.878, 0.334, -1.818], [0.413, 1.378, -2.539], [0.651, -0.313, -1.829], [-0.173, -0.872, 2.822], [-0.535, -1.355, 1.025], [1.096, -1.595, 1.894], [-0.247, 2.135, -0.430]]}


# 3
{"formula": "C19H29AlBeBr2CsN3O13PS", "method": "ωB97M-V with the def2-TZVPD basis set", "e_lumo_ev": -11.288, "e_above_lowest_kcal_mol": 92.7, "homo_energy_ha": -0.474, "homo_lumo_gap_ev": 1.6, "total_charge": 3, "elements": ["C", "C", "O", "O", "C", "C", "C", "C", "C", "C", "C", "O", "O", "C", "S", "C", "P", "O", "O", "O", "C", "O", "O", "C", "N", "C", "O", "H", "H", "H", "H", "H", "H", "H", "H", "H", "H", "H", "H", "H", "H", "H", "H", "H", "H", "H", "H", "H", "H", "H", "H", "N", "C", "C", "C", "C", "C", "H", "H", "H", "H", "H", "Cs", "N", "O", "O", "O", "Be", "Br", "Br", "Al"], "xyz": [[-2.651, 0.725, 2.949], [-1.788, 0.209, 1.700], [-0.596, 0.582, 1.627], [-2.443, -0.665, 0.809], [-1.680, -1.935, 0.681], [-1.505, -2.187, -0.904], [-0.082, -2.800, -1.381], [1.196, -1.891, -1.077], [1.500, -0.726, -2.135], [0.752, 0.598, -1.633], [1.220, 1.955, -2.319], [2.257, 2.581, -1.973], [1.336, -1.078, -3.528], [0.038, -0.864, -4.064], [-0.260, -2.356, -5.207], [-0.125, 0.437, -5.008], [-1.841, 1.152, -4.662], [-2.922, 0.020, -4.731], [-1.997, 1.889, -3.150], [-2.302, 2.325, -5.818], [3.088, -0.418, -1.964], [3.774, -1.605, -2.468], [3.427, -0.249, -0.552], [4.677, 0.466, -0.393], [4.529, 1.849, 0.265], [4.954, 1.753, 1.560], [5.520, 1.774, 2.721], [-3.558, 1.325, 2.596], [-1.949, 1.314, 3.648], [-3.070, -0.224, 3.448], [-0.706, -1.925, 1.257], [-2.335, -2.740, 1.180], [-2.316, -2.960, -1.179], [-1.803, -1.216, -1.419], [-0.171, -3.117, -2.477], [0.086, -3.829, -0.778], [1.006, -1.394, -0.053], [2.078, -2.604, -0.896], [-0.392, 0.455, -1.658], [1.000, 0.706, -0.512], [0.620, 2.459, -3.168], [-0.823, -0.913, -3.322], [-1.190, -1.998, -6.182], [-0.159, 0.096, -6.110], [0.723, 1.190, -4.943], [-1.883, 2.866, -3.192], [-3.218, 2.599, -5.548], [3.452, 0.439, -2.619], [4.720, -1.581, -2.218], [5.392, -0.128, 0.343], [5.268, 0.537, -1.414], [-3.345, 1.868, 6.159], [-3.425, 1.696, 7.489], [-3.593, 2.737, 8.390], [-3.678, 4.031, 7.894], [-3.595, 4.237, 6.523], [-3.433, 3.130, 5.707], [-3.350, 0.669, 7.828], [-3.654, 2.540, 9.453], [-3.807, 4.870, 8.568], [-3.656, 5.232, 6.101], [-3.368, 3.239, 4.624], [6.813, -0.163, 0.834], [4.108, -5.153, 0.579], [4.010, -6.214, 1.190], [3.202, -4.799, -0.194], [5.101, -4.434, 0.735], [-4.648, -0.362, -5.458], [1.943, -2.406, -6.256], [0.516, -4.022, 1.115], [-0.988, 2.408, 4.591]]}


# 4
{"formula": "C45H44As2FI2InN5O6S2", "method": "ωB97M-V with the def2-TZVPD basis set", "e_lumo_ev": -1.970, "e_above_lowest_kcal_mol": 21.1, "homo_energy_ha": -0.352, "homo_lumo_gap_ev": 7.6, "total_charge": 1, "elements": ["In", "I", "C", "C", "C", "I", "C", "O", "C", "C", "N", "C", "C", "C", "C", "C", "C", "N", "C", "H", "H", "H", "H", "H", "H", "H", "H", "H", "H", "H", "F", "C", "C", "N", "C", "C", "O", "O", "C", "O", "N", "C", "O", "H", "H", "H", "H", "C", "As", "C", "C", "S", "H", "H", "H", "H", "H", "H", "H", "H", "H", "O", "As", "C", "C", "C", "C", "C", "C", "C", "C", "C", "C", "C", "C", "C", "C", "C", "C", "C", "C", "H", "H", "H", "H", "H", "H", "H", "H", "H", "H", "H", "H", "H", "H", "H", "S", "C", "N", "C", "C", "C", "C", "H", "H", "H", "H", "H"], "xyz": [[0.388, -0.703, 0.002], [-3.686, -3.628, -5.478], [-3.028, -2.499, -3.857], [-2.857, -1.130, -3.991], [-2.367, -0.400, -2.918], [-1.997, 1.636, -3.134], [-2.040, -1.003, -1.701], [-1.533, -0.313, -0.678], [-2.230, -2.389, -1.591], [-1.816, -3.054, -0.311], [-0.352, -2.972, -0.069], [0.465, -3.771, -0.978], [0.707, -3.045, -2.288], [0.959, -3.733, -3.464], [1.200, -3.013, -4.621], [1.192, -1.627, -4.571], [0.952, -1.019, -3.356], [0.709, -1.714, -2.240], [-2.719, -3.125, -2.658], [-3.084, -0.636, -4.926], [-2.285, -2.552, 0.534], [-2.133, -4.100, -0.316], [-0.189, -3.246, 0.894], [1.437, -3.933, -0.503], [0.025, -4.753, -1.172], [0.958, -4.816, -3.468], [1.386, -3.528, -5.555], [1.359, -1.028, -5.456], [0.939, 0.062, -3.261], [-2.851, -4.196, -2.554], [1.794, 0.886, 7.554], [1.103, -0.115, 6.991], [1.530, -0.702, 5.880], [0.808, -1.691, 5.245], [1.280, -2.226, 3.983], [1.188, -1.203, 2.858], [2.062, -0.346, 2.752], [0.210, -1.377, 2.036], [-0.420, -2.116, 5.730], [-1.095, -2.963, 5.187], [-0.804, -1.499, 6.902], [-0.168, -0.472, 7.597], [-0.658, 0.036, 8.577], [2.449, -0.396, 5.401], [0.679, -3.100, 3.756], [2.328, -2.509, 4.087], [-1.696, -1.797, 7.270], [4.755, 0.385, 2.204], [4.214, 0.285, 0.370], [5.839, -0.125, -0.565], [3.766, 2.056, -0.193], [2.903, -1.280, -0.230], [5.308, 1.315, 2.327], [5.398, -0.468, 2.408], [3.875, 0.360, 2.842], [6.624, 0.561, -0.247], [5.674, -0.035, -1.636], [6.123, -1.147, -0.327], [4.705, 2.590, -0.333], [3.160, 2.533, 0.572], [3.211, 1.992, -1.125], [0.774, 1.396, 0.060], [0.097, 2.899, 0.423], [1.320, 3.781, 1.591], [1.849, 3.064, 2.662], [2.672, 3.718, 3.567], [2.959, 5.069, 3.406], [2.434, 5.775, 2.332], [1.609, 5.132, 1.419], [0.035, 3.992, -1.144], [-1.167, 4.539, -1.577], [-1.197, 5.284, -2.750], [-0.034, 5.475, -3.483], [1.169, 4.935, -3.044], [1.205, 4.196, -1.872], [-1.638, 3.021, 1.213], [-1.952, 4.258, 1.775], [-3.204, 4.455, 2.333], [-4.133, 3.421, 2.329], [-3.812, 2.194, 1.772], [-2.559, 1.984, 1.209], [1.612, 2.015, 2.789], [3.081, 3.172, 4.409], [3.596, 5.574, 4.122], [2.667, 6.824, 2.202], [1.198, 5.682, 0.581], [-2.077, 4.380, -1.015], [-2.132, 5.706, -3.093], [-0.064, 6.049, -4.400], [2.076, 5.093, -3.613], [2.144, 3.786, -1.525], [-1.227, 5.063, 1.785], [-3.452, 5.410, 2.777], [-5.111, 3.576, 2.769], [-4.537, 1.390, 1.774], [-2.322, 1.030, 0.768], [-0.645, 1.261, 4.496], [-0.971, 2.454, 5.630], [-0.093, 3.480, 5.829], [-0.275, 4.520, 6.688], [-1.394, 4.592, 7.443], [-2.335, 3.538, 7.325], [-2.130, 2.507, 6.462], [0.749, 3.433, 5.275], [0.517, 5.252, 6.722], [-1.545, 5.416, 8.123], [-3.228, 3.555, 7.937], [-2.829, 1.688, 6.377]]}